(1)
Molecular formula: C15H35Cl9NO7
Method: DFT, wB97M-V/def2-TZVPD

Geometry as ORCA input:
```
! RIJCOSX wB97M-V def2-TZVPD def2/J DEFGRID3
* xyz -1 1
Cl -0.564 -0.803 1.583
O -0.986 -2.202 1.817
O 0.431 -0.752 0.529
O -1.680 0.024 1.238
O 0.129 -0.301 2.740
Cl -0.544 -3.706 -2.345
C -0.703 -2.663 -0.928
C -2.102 -1.988 -0.787
Cl -3.302 -3.159 -0.161
H 0.023 -1.851 -0.976
H -0.460 -3.134 0.025
H -2.433 -1.575 -1.740
H -2.071 -1.097 -0.159
Cl 2.724 -3.645 3.162
C 1.876 -2.399 2.211
C 2.582 -1.926 0.935
Cl 2.783 -3.176 -0.288
H 1.841 -1.543 2.885
H 0.884 -2.700 1.875
H 3.570 -1.589 1.246
H 2.024 -1.063 0.572
Cl -4.769 2.187 2.379
C -3.129 1.435 2.099
C -2.004 2.449 2.124
Cl -2.263 3.710 0.878
H -3.221 0.926 1.139
H -2.853 0.817 2.953
H -1.011 2.030 1.968
H -1.852 2.939 3.086
Cl -4.109 -3.002 2.650
C -3.825 -1.483 1.825
C -4.971 -0.511 2.010
Cl -5.268 -0.024 3.678
H -3.724 -1.775 0.780
H -2.904 -1.067 2.234
H -5.832 -0.979 1.535
H -4.676 0.389 1.470
C 1.624 1.459 1.736
O 2.903 2.063 1.848
H 1.362 1.068 0.754
H 1.559 0.667 2.482
H 0.862 2.219 1.906
H 2.894 2.867 1.323
C 0.865 -2.256 -3.556
O 0.813 -1.234 -2.570
C 1.705 -1.466 -1.506
C 1.825 -0.099 -0.778
N 2.447 0.908 -1.606
C 2.501 2.298 -1.083
C 2.452 3.353 -2.184
O 1.395 3.016 -3.122
C 1.147 3.933 -4.178
H 1.868 -2.317 -3.978
H 0.182 -2.012 -4.370
H 0.669 -3.284 -3.254
H 2.732 -1.733 -1.757
H 1.405 -2.248 -0.808
H 2.474 -0.291 0.077
H 0.823 0.217 -0.491
H 1.782 1.022 -2.357
H 3.365 2.266 -0.419
H 1.624 2.428 -0.449
H 3.431 3.294 -2.660
H 2.377 4.368 -1.794
H 1.933 3.891 -4.932
H 1.194 4.971 -3.847
H 0.179 3.837 -4.670
*
```

The energy is -144625.3703 eV. The value obtained for the molecular weight is 660.5 g mol⁻¹.

=====

(2)
Molecular formula: C15H19O4
Method: DFT, wB97M-V/def2-TZVPD

Geometry as ORCA input:
```
! RIJCOSX wB97M-V def2-TZVPD def2/J DEFGRID3
* xyz -1 1
C 2.758 2.566 -2.947
C 1.783 2.244 -1.818
C 1.114 0.849 -1.810
O 0.022 0.653 -1.309
C 1.927 -0.278 -2.488
C 2.900 0.106 -3.598
O 3.345 1.460 -3.629
H 2.309 3.174 -3.744
H 3.625 3.108 -2.554
H 2.311 2.342 -0.854
H 0.977 2.979 -1.844
H 2.485 -0.785 -1.682
H 1.202 -0.982 -2.897
H 3.831 -0.463 -3.499
H 2.498 -0.073 -4.604
C 0.358 -4.851 1.657
C -0.839 -3.993 1.322
O -0.361 -2.649 1.520
C -1.251 -1.661 1.207
C -0.689 -0.367 1.492
C -1.504 0.735 1.745
C -2.818 0.814 1.160
C -3.625 1.918 1.366
C -3.196 2.967 2.183
C -1.938 2.903 2.803
C -1.090 1.836 2.571
O -2.372 -1.958 0.775
H 0.107 -5.906 1.615
H 1.181 -4.652 0.968
H 0.707 -4.612 2.660
H -1.172 -4.147 0.283
H -1.666 -4.188 2.022
H 0.380 -0.321 1.646
H -3.118 -0.016 0.517
H -4.610 1.949 0.890
H -3.856 3.822 2.366
H -1.630 3.695 3.492
H -0.086 1.783 3.017
*
```

The energy is -24052.5865 eV. The value obtained for the molecular weight is 263.3 g mol⁻¹.

=====

(3)
Molecular formula: C2NO3S
Method: DFT, wB97M-V/def2-TZVPD

Geometry as ORCA input:
```
! RIJCOSX wB97M-V def2-TZVPD def2/J DEFGRID3
* xyz -1 1
C 1.541 1.368 1.015
C -1.109 -0.357 -0.908
N 2.562 1.697 0.590
O -0.052 -0.385 0.382
O -2.059 0.309 -0.629
O -0.654 -1.052 -1.773
S 0.037 0.784 1.492
*
```

The energy relative to the best compared isomer or geometry (same formula, charge and spin) is 0.176 eV. The value obtained for the molecular weight is 118.1 g mol⁻¹.

=====

(4)
Molecular formula: C4H3O3
Method: DFT, wB97M-V/def2-TZVPD

Geometry as ORCA input:
```
! RIJCOSX wB97M-V def2-TZVPD def2/J DEFGRID3
* xyz -1 1
C 1.748 -1.099 0.677
C 1.063 -0.284 0.167
C -1.085 -0.148 -0.868
C 0.021 0.752 -0.101
O -2.040 -0.285 -0.128
O -0.925 -0.526 -2.001
O -0.493 1.140 1.055
H 2.617 -1.746 1.121
H 0.525 1.525 -0.796
H -1.431 0.670 0.872
*
```

The energy relative to the best compared isomer or geometry (same formula, charge and spin) is 0.988 eV. The value obtained for the molecular weight is 99.1 g mol⁻¹.

=====

(5)
Molecular formula: C5H18NO4
Method: DFT, wB97M-V/def2-TZVPD

Geometry as ORCA input:
```
! RIJCOSX wB97M-V def2-TZVPD def2/J DEFGRID3
* xyz 1 1
C 1.452 1.236 2.292
O 0.045 1.363 2.212
C 2.127 0.341 1.144
C 1.098 -0.331 0.212
C 1.628 -0.478 -1.275
C 0.580 -2.441 -2.186
N 0.524 -1.175 -1.971
H 1.817 2.251 2.388
H 1.501 0.792 3.296
H -0.254 1.860 2.983
H 2.662 -0.479 1.535
H 2.710 1.084 0.454
H 0.798 -1.287 0.575
H 0.135 0.294 0.305
H 1.746 0.597 -1.707
H 2.678 -0.961 -1.345
H -0.210 -2.903 -2.811
H 1.457 -3.203 -2.075
H -0.493 -0.678 -2.151
H -1.022 -3.022 2.424
H -1.072 -1.499 2.273
O -0.936 -2.307 1.815
H -2.376 2.006 0.248
H -3.856 2.122 -0.605
O -2.938 2.503 -0.445
H -1.729 1.307 -2.924
H -2.495 1.437 -1.613
O -2.043 0.760 -2.155
*
```

The energy relative to the best compared isomer or geometry (same formula, charge and spin) is 2.777 eV. The value obtained for the molecular weight is 156.2 g mol⁻¹.

=====

(6)
Molecular formula: C3H10O3
Method: DFT, wB97M-V/def2-TZVPD

Geometry as ORCA input:
```
! RIJCOSX wB97M-V def2-TZVPD def2/J DEFGRID3
* xyz 0 1
C 0.072 -1.325 0.494
C -0.340 -0.211 -0.418
C -0.891 0.935 0.003
O -1.817 1.682 -0.653
H 0.806 -1.961 -0.005
H -0.782 -1.941 0.764
H 0.570 -0.925 1.367
H -0.523 -0.389 -1.473
H -0.594 1.310 0.974
H -2.060 1.161 -1.430
H 2.498 2.823 -4.672
H 3.405 2.606 -3.471
O 2.611 2.267 -3.896
H -0.425 -2.022 3.590
H -1.311 -2.297 4.791
O -1.221 -1.712 4.034
*
```

The energy relative to the best compared isomer or geometry (same formula, charge and spin) is 1.191 eV. The value obtained for the molecular weight is 94.1 g mol⁻¹.

=====

(7)
Molecular formula: C2H7N3
Method: DFT, wB97M-V/def2-TZVPD

Geometry as ORCA input:
```
! RIJCOSX wB97M-V def2-TZVPD def2/J DEFGRID3
* xyz 0 1
C 1.665 0.385 0.218
C -1.394 0.098 -0.158
H 2.792 0.263 0.043
H 1.717 0.399 1.338
H 1.313 1.329 -0.194
H 1.076 -0.761 -1.267
H -0.669 -1.639 0.752
H -1.095 0.995 -0.688
H -3.376 0.582 -0.158
N 0.998 -0.747 -0.224
N -0.390 -0.815 0.158
N -2.638 -0.088 0.181
*
```

The energy relative to the best compared isomer or geometry (same formula, charge and spin) is 2.044 eV. The value obtained for the molecular weight is 73.1 g mol⁻¹.

=====

(8)
Molecular formula: C36H49N14O6SV
Method: DFT, wB97M-V/def2-TZVPD

Geometry as ORCA input:
```
! RIJCOSX wB97M-V def2-TZVPD def2/J DEFGRID3
* xyz 3 2
V 0.297 0.615 0.175
C 5.497 -1.534 1.414
C 5.215 -0.827 2.580
C 4.002 -0.183 2.731
C 3.067 -0.266 1.699
C 3.338 -0.971 0.530
C 4.562 -1.607 0.392
N 1.813 0.409 1.780
N 1.568 0.996 2.842
C 0.367 1.731 2.848
C 0.128 2.505 3.967
C -1.048 3.240 4.021
C -1.928 3.160 2.957
C -1.599 2.377 1.861
N -0.464 1.675 1.792
H 6.453 -2.026 1.304
H 5.952 -0.771 3.369
H 3.785 0.385 3.623
H 2.595 -1.045 -0.252
H 4.782 -2.163 -0.509
H 0.855 2.511 4.765
H -1.270 3.858 4.880
H -2.859 3.707 2.953
H -2.250 2.318 1.000
N -1.026 -1.299 3.113
C -0.124 -2.359 2.710
C -0.634 -3.798 2.934
C -1.897 -4.201 2.169
C -1.727 -4.442 0.665
N -0.626 -5.345 0.332
C -0.655 -6.667 0.440
N 0.455 -7.374 0.215
N -1.776 -7.311 0.759
C 0.427 -2.211 1.295
O 1.095 -3.037 0.732
O 0.139 -1.042 0.669
H -0.940 -1.145 4.111
H -1.999 -1.546 2.938
H 0.790 -2.256 3.313
H -0.847 -3.881 4.002
H 0.176 -4.501 2.736
H -2.687 -3.457 2.292
H -2.285 -5.108 2.639
H -1.529 -3.530 0.101
H -2.650 -4.842 0.237
H 0.272 -4.895 0.196
H 1.318 -6.917 -0.023
H 0.469 -8.376 0.296
H -2.629 -6.814 0.942
H -1.809 -8.316 0.790
N -6.012 -1.028 1.107
C -4.680 -1.116 1.228
O -4.120 -1.525 2.235
C -3.845 -0.706 0.047
C -4.202 -0.843 -1.288
C -3.248 -0.576 -2.258
C -1.986 -0.160 -1.871
N -1.671 0.047 -0.590
C -2.570 -0.254 0.342
H -6.586 -1.320 1.883
H -6.459 -0.611 0.309
H -5.181 -1.202 -1.576
H -3.462 -0.724 -3.306
H -1.184 -0.043 -2.580
H -2.257 -0.160 1.372
C 0.213 -4.325 -4.955
N -0.481 -3.775 -3.803
C -1.925 -3.703 -3.904
C 0.155 -3.192 -2.766
C 1.665 -3.259 -2.755
O -0.444 -2.625 -1.849
H -0.430 -5.064 -5.429
H 1.133 -4.823 -4.665
H 0.443 -3.552 -5.692
H -2.337 -4.700 -4.066
H -2.221 -3.074 -4.748
H -2.323 -3.286 -2.986
H 2.086 -2.775 -3.636
H 2.030 -4.287 -2.746
H 2.006 -2.755 -1.853
C 3.291 0.425 -4.685
N 2.915 0.871 -3.337
C 3.703 1.784 -2.709
C 3.389 2.324 -1.507
C 2.209 1.816 -0.919
O 1.686 2.164 0.186
N 1.484 0.839 -1.500
C 1.710 0.447 -2.791
O 0.889 -0.183 -3.444
H 3.355 1.281 -5.353
H 2.528 -0.258 -5.044
H 4.253 -0.082 -4.639
H 4.593 2.069 -3.254
H 3.990 3.076 -1.025
C -2.533 5.100 -2.477
N -1.969 3.980 -3.217
C -2.124 3.782 -4.574
C -1.466 2.649 -4.893
N -0.913 2.170 -3.723
C -1.224 2.989 -2.698
S -0.746 2.937 -1.049
H -2.666 5.930 -3.166
H -1.843 5.392 -1.689
H -3.492 4.820 -2.045
H -2.677 4.472 -5.184
H -1.336 2.151 -5.835
H -0.332 1.342 -3.649
*
```

The energy relative to the best compared isomer or geometry (same formula, charge and spin) is 0.000 eV. The value obtained for the molecular weight is 856.9 g mol⁻¹.

=====

(9)
Molecular formula: C9H18AsKNO5
Method: DFT, wB97M-V/def2-TZVPD

Geometry as ORCA input:
```
! RIJCOSX wB97M-V def2-TZVPD def2/J DEFGRID3
* xyz -1 1
K -0.515 -1.489 0.055
O -1.545 1.371 0.629
C -1.438 1.719 1.993
C -1.224 0.538 2.939
N -0.136 -0.328 2.540
C 1.178 0.298 2.450
C 1.805 0.340 1.024
O 3.008 0.090 0.933
O 1.028 0.673 0.062
C -0.156 -1.644 3.182
C -1.271 -2.589 2.620
O -2.419 -2.426 3.061
O -0.892 -3.399 1.729
H -0.625 1.165 0.337
H -2.368 2.216 2.281
H -0.629 2.450 2.124
H -2.128 -0.072 2.985
H -1.060 0.963 3.950
H 1.894 -0.180 3.122
H 1.111 1.346 2.763
H -0.314 -1.549 4.270
H 0.812 -2.115 3.011
C -0.521 -0.355 -5.009
As -0.194 -0.246 -3.071
C 1.686 -0.781 -3.072
C 0.100 1.678 -2.931
H 0.255 0.173 -5.565
H -1.489 0.087 -5.245
H -0.537 -1.400 -5.319
H 2.241 -0.239 -3.839
H 1.772 -1.853 -3.248
H 2.099 -0.534 -2.092
H 0.776 2.026 -3.715
H 0.542 1.855 -1.951
H -0.847 2.210 -3.004
*
```

The energy relative to the best compared isomer or geometry (same formula, charge and spin) is 0.274 eV. The value obtained for the molecular weight is 334.3 g mol⁻¹.

=====

(10)
Molecular formula: C4H8N3
Method: DFT, wB97M-V/def2-TZVPD

Geometry as ORCA input:
```
! RIJCOSX wB97M-V def2-TZVPD def2/J DEFGRID3
* xyz 1 1
C 1.082 0.154 -0.886
C -0.655 -1.642 0.800
C -0.183 1.942 -0.920
C -0.257 1.293 0.509
N 0.716 1.123 -1.653
N 0.659 0.167 0.412
N 0.014 -2.689 0.977
H 1.797 -0.552 -1.416
H -1.645 -1.612 0.521
H -1.063 2.228 -1.475
H 0.185 2.994 -0.824
H 0.037 2.013 1.273
H -1.203 0.745 0.729
H -0.404 -3.675 0.967
H 0.921 -2.490 0.986
*
```

The energy relative to the best compared isomer or geometry (same formula, charge and spin) is 7.022 eV. The value obtained for the molecular weight is 98.1 g mol⁻¹.

=====

(11)
Molecular formula: C17H11BF14N3V
Method: DFT, wB97M-V/def2-TZVPD

Geometry as ORCA input:
```
! RIJCOSX wB97M-V def2-TZVPD def2/J DEFGRID3
* xyz 0 3
V 0.029 0.864 0.056
C -0.103 -0.513 2.730
N -0.026 0.833 2.117
C 1.268 1.465 2.443
C 2.331 0.620 1.721
N 1.728 0.210 0.440
C 2.498 -0.366 -0.566
C 3.723 -1.010 -0.421
F 4.273 -1.162 0.795
C 4.420 -1.525 -1.501
F 5.595 -2.120 -1.299
C 3.906 -1.443 -2.778
F 4.573 -1.947 -3.814
C 2.679 -0.837 -2.961
F 2.144 -0.750 -4.176
C 2.019 -0.322 -1.873
F 0.804 0.270 -2.084
C -1.271 1.564 2.417
C -2.358 0.996 1.454
N -1.680 0.171 0.432
C -2.410 -0.681 -0.385
C -3.789 -0.661 -0.598
F -4.558 0.285 -0.033
C -4.427 -1.575 -1.418
F -5.746 -1.490 -1.595
C -3.716 -2.557 -2.072
F -4.331 -3.427 -2.874
C -2.349 -2.615 -1.888
F -1.632 -3.564 -2.492
C -1.735 -1.702 -1.062
F -0.401 -1.822 -0.876
H 0.076 -0.426 3.806
H 0.628 -1.183 2.287
H -1.090 -0.931 2.560
H 1.451 1.495 3.521
H 1.252 2.483 2.054
H 2.616 -0.237 2.331
H 3.231 1.214 1.558
H -1.103 2.621 2.237
H -1.564 1.428 3.460
H -2.887 1.828 0.990
H -3.095 0.409 2.005
F -1.097 2.214 -1.304
B -0.206 3.305 -0.966
F -0.557 3.721 0.325
F -0.166 4.279 -1.895
F 1.054 2.590 -0.810
*
```

The energy relative to the best compared isomer or geometry (same formula, charge and spin) is 0.300 eV. The value obtained for the molecular weight is 585.0 g mol⁻¹.